(1)
Entry from the OMol25 dataset: a molecular structure, C11H5Cl5CrN7O2S2Te (ωB97M-V with the def2-TZVPD basis set).

E: -146009.842 eV
LUMO level (alpha / beta): 3.96 / 3.97 eV
Largest force on an atom: 0.7 eV Å⁻¹
ΔE to the lowest compared entry with this formula, charge and spin: 0.00 kJ/mol

```
! wB97M-V def2-TZVPD RIJCOSX def2/J DEFGRID3
* xyz -2 4
Cr 0.431 0.600 0.813
Cl 2.861 0.660 1.878
C 2.703 -0.974 1.271
C 1.509 -1.226 0.625
C 1.349 -2.507 0.120
Cl -0.119 -2.907 -0.698
C 2.343 -3.477 0.260
Cl 2.120 -5.070 -0.377
C 3.533 -3.169 0.921
Cl 4.773 -4.364 1.098
C 3.726 -1.893 1.442
Cl 5.187 -1.477 2.260
N -2.711 -1.147 0.766
N -3.196 0.050 0.223
C -2.327 0.759 -0.618
N -2.933 1.611 -1.444
N -1.046 0.591 -0.569
N -0.221 1.434 -1.532
O 1.005 1.341 -0.811
O -0.637 2.655 -1.622
H -3.471 -1.803 0.852
H -2.205 -1.016 1.638
H -3.646 0.682 0.875
H -3.928 1.557 -1.540
H -2.321 2.335 -1.841
S -0.231 2.745 1.772
C -0.690 2.333 3.396
C -1.069 3.426 4.242
N -1.383 4.314 4.906
C -0.741 1.065 3.891
S -0.322 -0.344 2.948
C -1.160 0.833 5.236
N -1.484 0.634 6.325
Te -0.044 0.384 -3.473
*
```

***

(2)
Entry from the OMol25 dataset: 2 unconnected molecules or ions with the total composition C5H16N2O at a distorted geometry (ωB97M-V with the def2-TZVPD basis set).

E: -10463.124 eV
LUMO level (alpha / beta): -3.22 / -8.03 eV
Largest force on an atom: 2.2 eV Å⁻¹
ΔE to the lowest compared entry with this formula, charge and spin: 80.24 kJ/mol

```
! wB97M-V def2-TZVPD RIJCOSX def2/J DEFGRID3
* xyz 1 2
C 0.607 0.568 -1.686
C 0.157 1.429 -0.488
C -0.910 0.881 0.443
C -0.565 -0.400 1.260
N 0.422 -0.074 2.259
C 1.807 -0.235 2.041
N -0.530 0.317 -2.574
H 1.419 1.040 -2.248
H 1.051 -0.351 -1.266
H 1.043 1.558 0.172
H -0.074 2.438 -0.827
H -1.044 1.664 1.214
H -1.895 0.784 -0.010
H -1.485 -0.650 1.798
H -0.244 -1.283 0.699
H 0.187 0.784 2.760
H 2.271 -1.156 2.466
H 2.096 -0.379 0.989
H 2.421 0.586 2.416
H -1.227 -0.213 -2.072
H -0.946 1.163 -2.941
H -1.284 -2.386 -0.880
H -1.389 -3.124 -2.164
O -1.891 -2.963 -1.361
*
```

***

(3)
Entry from the OMol25 dataset: 3 unconnected molecules or ions with the total composition C5H15NO4 at a distorted geometry (ωB97M-V with the def2-TZVPD basis set).

E: -15107.413 eV
SMILES string: C[C@@H](CC=O)NCO.O.O
LUMO level: 0.42 eV
Largest force on an atom: 2.3 eV Å⁻¹
ΔE to the lowest compared entry with this formula, charge and spin: 166.11 kJ/mol

```
! wB97M-V def2-TZVPD RIJCOSX def2/J DEFGRID3
* xyz 0 1
C -0.850 0.469 -1.586
C -1.400 -0.238 -0.342
C -0.888 -1.684 -0.121
C -0.129 -2.316 -1.233
O 1.063 -2.221 -1.386
N -1.011 0.533 0.881
C -0.809 1.927 0.876
O 0.488 2.339 0.410
H -0.962 1.543 -1.519
H 0.211 0.250 -1.741
H -1.345 0.170 -2.517
H -2.496 -0.177 -0.286
H -1.843 -2.199 0.095
H -0.333 -1.764 0.827
H -0.704 -3.046 -1.827
H -0.233 0.089 1.355
H -1.493 2.561 0.287
H -0.899 2.247 1.930
H 1.014 2.769 1.074
O 1.735 -0.374 2.301
H 1.906 -0.464 1.341
H 2.247 0.419 2.498
O 2.584 -0.240 -0.310
H 2.159 -1.089 -0.616
H 1.986 0.496 -0.393
*
```

***

(4)
Entry from the OMol25 dataset: a single C6H10 molecule (ωB97M-V with the def2-TZVPD basis set).

E: -6383.657 eV
SMILES string: CC1=CCCC1
LUMO level: 1.16 eV
Largest force on an atom: 0.4 eV Å⁻¹
ΔE to the lowest compared entry with this formula, charge and spin: 19.56 kJ/mol

```
! wB97M-V def2-TZVPD RIJCOSX def2/J DEFGRID3
* xyz 0 1
C 2.239 0.208 0.170
C 0.739 0.066 0.007
C -0.060 1.132 -0.090
C -1.504 0.757 -0.317
C -1.531 -0.649 0.296
C -0.147 -1.194 -0.093
H 2.832 -0.369 -0.550
H 2.521 1.261 0.033
H 2.584 -0.080 1.171
H 0.282 2.161 -0.013
H -2.218 1.470 0.108
H -1.704 0.699 -1.399
H -1.615 -0.555 1.387
H -2.326 -1.316 -0.056
H -0.225 -1.542 -1.137
H 0.125 -2.069 0.510
*
```

***

(5)
Entry from the OMol25 dataset: 2 unconnected molecules or ions with the total composition C36H39N3O8 at a distorted geometry (ωB97M-V with the def2-TZVPD basis set).

E: -58806.825 eV
LUMO level: -0.91 eV
Largest force on an atom: 4.9 eV Å⁻¹
ΔE to the lowest compared entry with this formula, charge and spin: 527.51 kJ/mol

```
! wB97M-V def2-TZVPD RIJCOSX def2/J DEFGRID3
* xyz 0 1
C -5.362 -0.674 4.559
O -4.364 0.370 4.693
C -3.335 0.412 3.802
C -2.453 1.513 3.885
C -1.400 1.640 3.015
C -1.165 0.665 2.038
C -0.189 0.896 0.960
C 1.380 0.433 1.228
C 1.181 -0.892 1.897
O 0.266 -1.618 1.535
O 2.128 -1.278 2.807
C 2.196 -0.321 3.917
C 0.908 -0.309 4.724
C 3.389 -0.726 4.753
O 2.520 0.984 3.352
C 1.825 1.424 2.268
O 1.451 2.574 2.181
C -2.087 -0.380 1.894
C -3.129 -0.548 2.781
H -6.114 -0.420 5.310
H -5.811 -0.686 3.552
H -4.918 -1.657 4.778
H -2.628 2.255 4.657
H -0.719 2.484 3.087
H -0.459 0.298 0.084
H -0.110 1.947 0.666
H 0.051 -0.007 4.107
H 0.757 -1.326 5.124
H 1.015 0.385 5.576
H 4.297 -0.690 4.144
H 3.500 -0.048 5.605
H 3.246 -1.743 5.128
H -1.956 -1.106 1.098
H -3.783 -1.416 2.693
C 5.406 4.216 -4.998
N 4.307 3.926 -4.103
C 3.180 4.696 -4.120
O 3.022 5.715 -4.784
C 2.183 4.045 -3.157
C 0.945 3.575 -3.918
C 0.129 4.724 -4.482
C -0.159 4.784 -5.852
C -0.812 5.901 -6.382
C -1.215 6.944 -5.535
C -0.993 6.849 -4.155
C -0.321 5.739 -3.629
N 2.972 2.978 -2.540
C 2.457 2.281 -1.487
C 3.089 1.209 -0.851
C 2.682 0.407 0.310
C 3.480 -0.872 0.379
C 4.832 -0.793 -0.061
C 5.657 -1.929 -0.170
N 6.842 -1.883 -0.949
O 7.463 -2.968 -1.034
O 7.198 -0.837 -1.536
C 5.214 -3.181 0.256
C 3.875 -3.323 0.567
C 2.990 -2.218 0.556
C 4.255 2.745 -3.241
C 4.220 1.477 -4.104
C 5.483 2.728 -2.326
H 5.180 5.133 -5.550
H 6.334 4.356 -4.433
H 5.562 3.397 -5.713
H 1.897 4.795 -2.402
H 1.273 2.916 -4.741
H 0.323 2.975 -3.235
H 0.173 3.966 -6.498
H -1.001 5.957 -7.457
H -1.709 7.825 -5.950
H -1.334 7.639 -3.480
H -0.113 5.666 -2.558
H 1.493 2.648 -1.113
H 3.880 0.747 -1.458
H 1.315 0.396 -0.244
H 5.279 0.174 -0.314
H 5.900 -4.024 0.222
H 3.476 -4.305 0.830
H 1.934 -2.486 0.594
H 3.386 1.527 -4.820
H 5.166 1.395 -4.656
H 4.102 0.587 -3.478
H 5.514 3.651 -1.732
H 5.464 1.864 -1.658
H 6.393 2.663 -2.938
*
```

***

(6)
Entry from the OMol25 dataset: 2 unconnected molecules or ions with the total composition C4H14O2Si2 at a distorted geometry (ωB97M-V with the def2-TZVPD basis set).

E: -24223.080 eV
LUMO level (alpha / beta): 0.50 / -4.14 eV
Largest force on an atom: 7.6 eV Å⁻¹

```
! wB97M-V def2-TZVPD RIJCOSX def2/J DEFGRID3
* xyz 0 3
C 3.077 -1.804 -0.331
C -1.091 0.258 1.791
C -2.222 2.121 -0.413
C -2.319 -0.962 -0.846
O 2.989 1.144 0.122
O 0.106 0.396 -0.874
Si 3.821 -0.118 0.081
Si -1.319 0.471 -0.091
H 3.403 -2.591 0.344
H 1.991 -1.743 -0.284
H 3.336 -2.118 -1.342
H -2.003 0.477 2.335
H -0.788 -0.751 2.054
H -0.322 0.934 2.160
H -1.930 2.547 -1.369
H -3.299 1.981 -0.435
H -2.003 2.856 0.357
H -3.330 -0.990 -0.454
H -2.387 -0.855 -1.924
H -1.860 -1.925 -0.643
H 0.897 0.849 -0.572
H 5.252 -0.176 0.336
*
```